# 1
Below is 2 unconnected molecules or ions with the total composition C5H10N2O at a distorted geometry, with properties calculated with ωB97M-V/def2-TZVPD.

```
18
Properties=species:S:1:pos:R:3:mulliken_spin:R:1
C -3.206 1.213 -0.073 0.00
C -2.544 0.083 -0.197 0.01
C 1.488 0.837 0.864 0.31
C 2.065 -0.503 0.576 0.11
C 1.031 -1.354 -0.224 0.00
N 2.065 1.712 0.226 0.47
N 3.271 -0.259 -0.254 0.21
O 3.246 0.997 -0.755 0.79
H -3.199 1.696 0.799 0.00
H -3.693 1.744 -1.011 0.00
H -2.017 -0.395 0.676 0.00
H -2.420 -0.343 -1.117 0.00
H 2.452 -1.125 1.548 -0.01
H -0.011 -0.758 -0.299 0.02
H 0.960 -2.328 0.220 0.00
H 1.399 -1.409 -1.237 -0.01
H 1.785 2.655 -0.118 0.04
H 4.170 -0.276 0.382 0.06
```

- HOMO-LUMO gap (alpha / beta) (eV) = 6.239 / 6.926
- energy above the lowest of the compared OMol25 structures with the same formula, charge and spin (kcal/mol) = 106.2
- F_max (eV/Å) = 8.69
- 2S+1 = 3

=====

# 2
Below is a molecular structure, C5H10N2O at a distorted geometry, with properties calculated with ωB97M-V/def2-TZVPD.

```
18
Properties=species:S:1:pos:R:3:mulliken_spin:R:1
C 0.792 0.479 0.528 0.56
C 2.260 0.106 0.325 0.02
C 0.093 -1.170 -0.170 0.30
C -0.887 -0.887 -1.285 0.00
C -1.055 1.954 0.899 0.07
N 0.337 1.603 0.887 0.89
N 1.317 -1.778 -0.534 0.07
O 2.366 -0.884 -0.626 0.01
H 2.785 0.996 0.114 0.01
H 2.643 -0.240 1.277 0.03
H -0.339 -1.608 0.738 -0.01
H -1.839 -1.526 -1.288 0.01
H -0.493 -0.835 -2.305 -0.01
H -1.141 0.163 -1.261 0.02
H -1.262 2.113 -0.087 0.01
H -1.171 2.875 1.348 0.02
H -1.569 1.191 1.509 0.00
H 1.626 -2.500 0.050 0.00
```

- HOMO-LUMO gap (alpha / beta) (eV) = 5.629 / 7.007
- energy above the lowest of the compared OMol25 structures with the same formula, charge and spin (kcal/mol) = 62.0
- F_max (eV/Å) = 5.06
- 2S+1 = 3

=====

# 3
Below is a single C5H10N2O2 molecule, with properties calculated with ωB97M-V/def2-TZVPD.

```
19
Properties=species:S:1:pos:R:3:mulliken_charge:R:1
C 1.285 -0.691 0.107 -0.64
C 0.603 1.792 0.018 -0.93
C -0.057 -0.493 -2.158 -1.38
N 0.303 0.396 0.287 0.13
C -1.164 -0.069 1.132 0.84
C 0.010 -0.728 -0.678 0.83
N -0.916 -0.719 2.341 -0.55
O -2.012 0.768 0.960 -0.65
O -1.037 -1.337 -0.081 -0.73
H -0.698 -1.698 2.235 0.25
H -1.675 -0.562 2.989 0.28
H 1.413 -1.338 0.966 0.23
H 2.194 -0.383 -0.400 0.29
H 1.243 2.189 0.807 0.33
H -0.342 2.332 -0.007 0.30
H 1.114 1.898 -0.941 0.34
H 0.802 0.070 -2.526 0.33
H -0.082 -1.461 -2.659 0.38
H -0.981 0.036 -2.394 0.34
```

- HOMO-LUMO gap (eV) = 10.027
- energy above the lowest of the compared OMol25 structures with the same formula, charge and spin (kcal/mol) = 71.1
- structure (SMILES) = C[C@@]12C[N@+]1(C)[C@@](N)([O-])O2
- F_max (eV/Å) = 0.89

=====

# 4
Below is 2 unconnected molecules or ions with the total composition C5H10N2O2 at a distorted geometry, with properties calculated with ωB97M-V/def2-TZVPD.

```
19
Properties=species:S:1:pos:R:3:mulliken_charge:R:1
C -0.764 0.748 0.883 -0.27
C 1.251 -0.632 0.081 0.42
C 0.662 -1.901 0.813 -1.11
C 1.197 1.936 -0.141 -1.33
C 0.410 0.635 0.169 0.94
N -1.854 -0.712 -1.113 -0.28
N -1.058 0.268 -1.508 -0.41
O -1.584 -0.137 1.053 -0.66
O 2.257 -0.690 -0.625 -0.59
H -1.151 1.830 1.022 0.30
H -0.330 -1.914 1.179 0.35
H 1.215 -2.170 1.752 0.31
H 0.804 -2.564 -0.030 0.31
H 0.797 2.314 -1.010 0.31
H 2.218 1.497 -0.376 0.36
H 1.079 2.562 0.750 0.35
H -1.300 -1.601 -1.281 0.32
H -2.282 -0.582 -0.178 0.38
H -1.568 1.115 -1.438 0.30
```

- HOMO-LUMO gap (alpha / beta) (eV) = 8.360 / 8.361
- energy above the lowest of the compared OMol25 structures with the same formula, charge and spin (kcal/mol) = 125.3
- F_max (eV/Å) = 4.03